[1]
Here is a structure of composition C29H38CuN4O2P2 in a non-equilibrium geometry from the OMol25 dataset. Energies are from ωB97M-V with the def2-TZVPD basis set.

XYZ file:
```
76
Properties=species:S:1:pos:R:3
Cu 0.267 0.514 -0.626
C 3.952 1.963 -6.110
C 4.494 2.604 -5.072
C 4.367 4.085 -4.866
C 3.006 4.699 -5.299
C 1.770 3.884 -5.073
C 1.273 3.037 -5.981
C 1.932 2.991 -7.339
C 3.438 2.652 -7.337
C -1.538 -0.284 -0.563
H 3.925 0.881 -6.172
H 5.262 2.122 -4.449
H 5.155 4.601 -5.452
H 4.544 4.328 -3.806
H 2.887 5.624 -4.710
H 3.104 5.019 -6.350
H 1.187 4.235 -4.228
H 0.326 2.511 -5.861
H 1.851 3.969 -7.838
H 1.417 2.265 -7.976
H 3.600 1.940 -8.154
H 4.033 3.544 -7.581
H -1.259 -1.317 -0.298
H -2.175 -0.184 -1.447
H -2.043 0.146 0.318
P -0.322 2.452 -1.414
P 2.426 1.069 -0.787
N -1.380 2.453 -2.765
N -1.158 3.434 -0.289
N 2.788 0.093 -2.124
N 3.775 0.716 0.183
C 1.170 3.360 -1.851
C 2.472 2.847 -1.198
C -1.765 1.269 -3.422
C -2.722 1.582 -4.363
C -2.931 3.002 -4.317
C -2.093 3.517 -3.338
C -2.341 3.010 0.355
C -2.635 3.909 1.361
C -1.616 4.924 1.354
C -0.727 4.611 0.337
C 2.026 -0.982 -2.619
C 2.530 -1.312 -3.870
C 3.674 -0.487 -4.103
C 3.798 0.375 -3.032
C 5.140 0.568 -0.157
C 5.843 0.219 0.993
C 4.906 0.165 2.077
C 3.666 0.505 1.569
H 1.030 4.432 -1.662
H 1.247 3.191 -2.926
H 3.344 3.045 -1.839
H 2.613 3.360 -0.232
H -1.334 0.318 -3.140
H -3.207 0.875 -5.024
H -3.622 3.554 -4.948
H -1.912 4.530 -3.005
H -2.822 2.093 0.053
H -3.462 3.841 2.048
H -1.548 5.752 2.040
H 0.185 5.090 0.015
H 1.233 -1.428 -2.032
H 2.124 -2.047 -4.552
H 4.325 -0.497 -4.959
H 4.494 1.182 -2.837
H 5.476 0.731 -1.165
H 6.905 0.035 1.069
H 5.128 -0.092 3.101
H 2.704 0.607 2.036
C 0.349 -0.776 3.323
C 0.566 -0.880 1.827
O 0.591 -1.974 1.246
O 0.708 0.310 1.272
H 0.122 -1.762 3.732
H -0.476 -0.096 3.589
H 1.263 -0.415 3.816
```

Output
DFT total energy, hartree: -3820.40144
Spin multiplicity: 2
Charge: 0

[2]
Here is a structure of composition C42H46BrFIN4O3SiTi in a non-equilibrium geometry from the OMol25 dataset. Energies are from ωB97M-V with the def2-TZVPD basis set.

XYZ file:
```
100
Properties=species:S:1:pos:R:3
Ti 0.317 0.807 -0.649
F 6.222 3.437 -0.700
C 5.983 2.136 -0.481
C 4.703 1.705 -0.660
C 4.363 0.364 -0.441
C 3.000 -0.059 -0.545
O 2.105 0.731 -1.021
C 2.706 -1.363 -0.088
C 3.746 -2.223 0.204
N 5.031 -1.866 0.160
C 6.072 -2.859 0.286
C 5.894 -4.093 1.115
C 6.825 -3.016 1.578
C 5.381 -0.548 -0.075
C 6.692 -0.084 0.066
C 7.034 1.263 -0.103
N 8.307 1.719 0.144
C 8.597 3.136 0.345
C 10.059 3.334 0.754
N 10.482 2.241 1.664
C 10.445 0.907 0.983
C 9.483 0.962 -0.210
C 1.270 -1.821 0.009
O 0.983 -2.974 0.173
O 0.390 -0.848 -0.094
H 3.944 2.411 -0.958
H 3.509 -3.249 0.454
H 6.638 -2.949 -0.636
H 6.307 -5.014 0.731
H 4.981 -4.237 1.669
H 7.887 -3.191 1.526
H 6.520 -2.423 2.428
H 7.455 -0.782 0.363
H 7.930 3.517 1.126
H 8.425 3.733 -0.558
H 10.159 4.300 1.252
H 10.722 3.339 -0.112
H 9.848 2.240 2.472
H 11.426 2.430 2.020
H 10.123 0.159 1.707
H 11.443 0.642 0.636
H 9.217 -0.048 -0.515
H 9.976 1.436 -1.066
C 0.786 2.091 0.903
Si -0.171 3.566 0.127
C -1.880 2.630 0.292
N -1.608 1.249 -0.182
C -2.231 0.239 0.702
C -3.767 0.311 0.693
C -4.294 0.622 -0.716
C -3.270 0.188 -1.761
C -1.989 1.018 -1.596
C 0.089 5.306 0.789
C 0.080 5.556 2.164
C 0.239 6.840 2.648
C 0.414 7.898 1.770
C 0.450 7.663 0.404
C 0.293 6.379 -0.083
C -0.075 3.549 -1.795
C 0.886 2.823 -2.510
C 0.837 2.746 -3.900
C -0.138 3.436 -4.602
C -1.049 4.222 -3.912
C -1.034 4.253 -2.528
H 0.347 1.814 1.870
H 1.854 2.266 1.068
H -2.700 3.083 -0.265
H -2.201 2.589 1.332
H -1.846 0.386 1.720
H -1.907 -0.754 0.367
H -4.119 1.060 1.402
H -4.154 -0.652 1.029
H -4.507 1.686 -0.828
H -5.228 0.091 -0.892
H -3.654 0.341 -2.770
H -3.066 -0.875 -1.639
H -2.131 1.990 -2.085
H -1.133 0.485 -2.116
H -0.054 4.735 2.852
H 0.218 7.019 3.712
H 0.525 8.902 2.148
H 0.593 8.483 -0.283
H 0.328 6.205 -1.148
H 1.789 2.492 -2.008
H 1.598 2.194 -4.435
H -0.158 3.399 -5.679
H -1.765 4.818 -4.454
H -1.756 4.864 -2.005
Br -4.032 -4.693 1.757
C -4.865 -4.202 0.118
C -6.243 -4.329 0.006
C -6.874 -4.006 -1.181
C -6.127 -3.563 -2.263
C -4.754 -3.418 -2.150
C -4.121 -3.734 -0.959
I -2.027 -3.489 -0.780
H -6.805 -4.693 0.853
H -7.944 -4.106 -1.258
H -6.608 -3.338 -3.201
H -4.178 -3.072 -2.994
```

Output
DFT total energy, hartree: -6182.52084
Charge: +3

[3]
Here is a structure of composition C31H41Br2N3O2PtTe in a non-equilibrium geometry from the OMol25 dataset. Energies are from ωB97M-V with the def2-TZVPD basis set.

XYZ file:
```
81
Properties=species:S:1:pos:R:3
Pt -0.210 -0.082 0.935
Br 0.344 0.568 3.203
C -1.162 -2.058 1.215
Br -1.349 -2.934 -0.482
H -2.159 -1.911 1.624
H -0.554 -2.695 1.853
C -7.575 3.488 -3.495
C -6.308 2.807 -3.094
C -5.546 3.281 -2.040
C -4.362 2.669 -1.640
C -3.640 3.237 -0.461
C -3.916 1.568 -2.368
Te -2.097 0.462 -2.074
N -1.088 1.268 -0.503
C -0.596 2.437 -0.886
O -0.953 2.868 -1.994
C 0.235 3.246 0.027
C -0.045 4.609 0.087
C 0.659 5.426 0.948
C 1.646 4.887 1.757
C 1.962 3.541 1.668
C 1.270 2.720 0.794
C -1.088 0.806 -3.949
C -1.234 1.920 -4.778
C -2.248 3.002 -4.586
C -0.427 1.979 -5.912
C 0.469 0.979 -6.249
C 1.302 1.088 -7.486
C 0.529 -0.152 -5.443
C -0.252 -0.262 -4.305
C -0.226 -1.522 -3.498
C -4.703 1.016 -3.391
C -4.288 -0.256 -4.064
C -5.880 1.652 -3.745
H -7.737 4.390 -2.909
H -8.418 2.816 -3.345
H -7.546 3.757 -4.550
H -5.874 4.154 -1.498
H -4.356 3.646 0.250
H -2.988 4.050 -0.784
H -3.042 2.478 0.041
H -0.819 5.016 -0.545
H 0.433 6.480 0.984
H 2.182 5.523 2.444
H 2.745 3.127 2.283
H 1.574 1.685 0.668
H -2.358 3.266 -3.540
H -3.216 2.665 -4.960
H -1.957 3.889 -5.145
H -0.519 2.833 -6.566
H 1.299 2.105 -7.868
H 0.901 0.434 -8.260
H 2.330 0.787 -7.294
H 1.181 -0.969 -5.717
H 0.493 -2.226 -3.909
H -1.206 -2.006 -3.498
H 0.051 -1.300 -2.467
H -4.234 -1.063 -3.330
H -3.311 -0.163 -4.541
H -5.004 -0.544 -4.829
H -6.486 1.249 -4.541
C 4.400 1.194 -1.539
N 3.042 0.816 -1.864
C 2.297 1.848 -2.554
C 2.389 -0.206 -1.265
O 1.153 -0.148 -1.068
N 3.096 -1.309 -0.904
C 2.450 -2.276 -0.046
C 4.234 -1.818 -1.643
H 4.395 2.196 -1.100
H 5.022 1.219 -2.435
H 4.830 0.512 -0.814
H 2.847 2.125 -3.455
H 2.164 2.738 -1.932
H 1.318 1.472 -2.836
H 1.798 -1.749 0.663
H 3.214 -2.813 0.513
H 1.851 -2.990 -0.616
H 4.420 -1.199 -2.518
H 4.014 -2.838 -1.973
H 5.131 -1.852 -1.020
```

Output
DFT total energy, hartree: -7055.69487
Spin multiplicity: 2
Charge: +1

[4]
Here is a structure of composition C13H30BI2O3P2Tc in a non-equilibrium geometry from the OMol25 dataset. Energies are from ωB97M-V with the def2-TZVPD basis set.

XYZ file:
```
52
Properties=species:S:1:pos:R:3
I -3.365 0.160 -2.470
I -0.337 0.586 -4.249
Tc -0.783 0.416 -1.253
P -0.798 -1.841 -1.885
C -1.545 -2.875 -0.579
C -1.569 -2.576 -3.362
H -1.306 -3.643 -3.390
H 0.913 -3.508 -2.119
H -1.214 -2.074 -4.272
H 1.399 -1.959 -2.887
H -2.449 -2.392 -0.188
H -2.659 -2.458 -3.298
C 0.931 -2.417 -2.007
H -1.814 -3.837 -1.036
H 1.505 -2.126 -1.114
H -0.836 -3.021 0.243
P -0.605 2.708 -1.754
C -0.867 3.751 -0.270
C 1.032 3.315 -2.289
H -1.743 3.107 -3.890
H -1.563 4.593 -2.902
H -2.816 3.377 -2.490
C -1.800 3.522 -2.877
H 1.308 2.876 -3.254
H 1.000 4.413 -2.372
H -0.742 4.806 -0.549
H -0.137 3.482 0.503
H 1.779 3.028 -1.536
H -1.881 3.598 0.119
C -1.985 0.833 0.185
O -2.684 1.095 1.084
C 0.655 -2.575 2.703
C 0.435 -1.074 2.565
C -0.254 -0.568 3.813
O -0.434 -0.882 1.454
B 0.307 -0.269 0.397
O 1.658 -0.140 0.738
C 1.751 -0.280 2.163
C 1.838 1.125 2.776
C 3.050 -0.990 2.473
H 1.228 -2.806 3.612
H 1.186 -3.002 1.840
H -0.316 -3.083 2.771
H -1.137 -1.176 4.046
H 0.455 -0.649 4.642
H -0.585 0.467 3.715
H 2.048 1.051 3.855
H 2.675 1.674 2.317
H 0.916 1.709 2.619
H 3.094 -1.973 1.989
H 3.884 -0.380 2.113
H 3.178 -1.115 3.558
```

Output
DFT total energy, hartree: -2121.75044
Spin multiplicity: 4
Charge: +3

[5]
Here is a cluster of 5 separate species, C36H80N3O13P in total in a non-equilibrium geometry from the OMol25 dataset. Energies are from ωB97M-V with the def2-TZVPD basis set.

XYZ file:
```
133
Properties=species:S:1:pos:R:3
C -2.876 -5.650 1.941
C -2.764 -5.199 0.579
C -1.854 -3.907 0.357
C -2.624 -2.790 1.250
O -2.356 -2.366 2.379
N -3.695 -2.403 0.311
C -2.919 -2.114 -0.963
C -3.857 -1.851 -2.216
C -4.914 -3.053 -2.441
P -1.852 -0.618 -0.370
N -1.389 0.326 -1.581
C -1.762 -3.257 -1.095
C -1.806 -4.221 -2.371
C -0.542 -5.182 -2.511
C 0.870 -4.421 -2.492
C 1.434 -4.113 -1.028
N 2.881 -4.492 -0.869
H -3.875 -5.646 2.481
H -1.942 -5.961 2.510
H -3.310 -5.756 -0.243
H -0.914 -4.080 0.971
H -4.224 -1.552 0.548
H -4.458 -0.878 -2.117
H -3.192 -1.722 -3.139
H -5.994 -2.697 -2.299
H -4.739 -3.494 -3.474
H -4.731 -3.880 -1.671
H -0.665 -1.070 0.315
H -2.668 0.148 0.536
H -1.799 1.254 -1.404
H -0.857 -2.601 -1.335
H -1.952 -3.609 -3.319
H -2.735 -4.875 -2.250
H -0.574 -6.074 -1.790
H -0.617 -5.656 -3.555
H 1.660 -5.055 -3.028
H 0.830 -3.439 -3.077
H 0.769 -4.552 -0.215
H 1.370 -2.971 -0.892
H 3.445 -3.648 -1.036
H 3.081 -4.736 0.114
C 5.705 3.076 1.483
O 4.318 3.110 1.763
C 3.698 4.335 1.385
C 2.326 4.087 0.765
O 2.346 3.489 -0.531
C 2.800 2.138 -0.623
C 1.872 1.101 0.001
O 1.874 1.191 1.425
C 0.589 1.086 1.997
H 6.257 3.635 2.244
H 6.024 2.033 1.506
H 5.923 3.473 0.486
H 4.318 4.895 0.676
H 3.580 4.935 2.294
H 1.849 5.062 0.626
H 1.679 3.528 1.440
H 3.820 2.043 -0.251
H 2.851 1.925 -1.696
H 2.220 0.095 -0.265
H 0.864 1.234 -0.398
H -0.141 1.704 1.463
H 0.646 1.441 3.027
H 0.267 0.040 2.001
C -2.321 6.789 2.142
O -3.490 6.325 1.489
C -3.315 6.140 0.088
C -4.020 4.874 -0.390
O -3.415 3.650 0.030
C -3.468 3.337 1.421
C -4.857 3.004 1.956
O -5.687 4.159 2.004
C -7.004 3.929 1.548
H -2.199 7.863 1.975
H -2.442 6.605 3.210
H -1.432 6.247 1.805
H -2.254 6.084 -0.179
H -3.756 7.008 -0.414
H -3.966 4.862 -1.483
H -5.080 4.889 -0.141
H -2.982 4.111 2.015
H -2.849 2.440 1.537
H -4.771 2.619 2.979
H -5.306 2.226 1.331
H -7.011 3.354 0.615
H -7.469 4.896 1.354
H -7.581 3.407 2.316
C -4.664 -11.601 -3.710
O -3.389 -11.117 -4.093
C -3.451 -9.977 -4.943
C -2.376 -8.958 -4.575
O -2.589 -8.274 -3.340
C -2.488 -9.045 -2.143
C -1.083 -9.533 -1.806
O -0.653 -10.548 -2.707
C 0.685 -10.396 -3.133
H -5.105 -12.183 -4.524
H -4.528 -12.247 -2.842
H -5.333 -10.784 -3.421
H -4.435 -9.496 -4.895
H -3.282 -10.325 -5.968
H -2.387 -8.179 -5.343
H -1.381 -9.400 -4.608
H -3.209 -9.862 -2.144
H -2.801 -8.371 -1.339
H -1.080 -9.966 -0.798
H -0.394 -8.683 -1.817
H 0.901 -9.361 -3.416
H 0.834 -11.026 -4.010
H 1.369 -10.721 -2.344
C 7.152 11.296 1.795
O 6.693 10.424 2.812
C 5.285 10.220 2.786
C 4.935 8.763 3.073
O 5.269 7.844 2.031
C 6.656 7.624 1.778
C 7.404 6.881 2.880
O 7.563 7.692 4.039
C 7.320 7.003 5.248
H 6.957 12.335 2.074
H 8.228 11.150 1.691
H 6.686 11.067 0.831
H 4.857 10.510 1.820
H 4.849 10.855 3.566
H 3.847 8.701 3.175
H 5.347 8.434 4.026
H 7.155 8.555 1.508
H 6.688 6.997 0.881
H 8.407 6.617 2.524
H 6.869 5.959 3.118
H 6.410 6.398 5.190
H 7.187 7.742 6.038
H 8.176 6.370 5.498
```

Output
Structure (SMILES): C=C[C@@H]1C(=O)N[C@@](CC)([PH2]=N)[C@@H]1CCCCN.COCCOCCOC.COCCOCCOC.COCCOCCOC.COCCOCCOC
DFT total energy, hartree: -2902.90621
Charge: 0

[6]
Here is a structure of composition C15H27N3O3Ti in a non-equilibrium geometry from the OMol25 dataset. Energies are from ωB97M-V with the def2-TZVPD basis set.

XYZ file:
```
49
Properties=species:S:1:pos:R:3
C -0.887 -2.153 -6.660
C -1.705 -1.241 -7.151
H -1.313 -2.920 -5.952
H 0.208 -2.055 -6.487
C -2.153 0.101 -6.817
C -2.045 0.809 -5.634
H -2.487 0.430 -4.686
H -1.759 1.902 -5.778
C -1.980 -1.860 -8.471
H -1.556 -2.880 -8.435
H -1.428 -1.270 -9.210
H -3.065 -1.889 -8.572
C -2.754 0.686 -8.072
H -3.638 0.125 -8.353
H -2.030 0.620 -8.867
H -3.014 1.708 -7.989
Ti 0.519 0.214 0.316
O 0.240 -0.241 -1.510
C 1.306 -0.268 -2.290
O 1.453 1.707 -0.466
C 1.855 1.879 -1.656
O 2.357 3.009 -2.068
N 1.898 0.946 -2.621
C 3.022 2.809 -3.357
C 2.343 1.585 -3.897
H 4.089 2.635 -3.154
H 2.900 3.751 -3.912
H 2.939 0.979 -4.568
H 1.461 1.931 -4.455
C 1.530 -1.430 -2.929
C 0.721 -2.504 -2.529
H 2.119 -1.631 -3.852
H -0.195 -1.975 -2.924
H 0.740 -3.258 -3.248
N 1.739 -1.414 0.387
C 1.267 -1.998 1.643
C 1.782 -1.196 2.816
C 1.434 0.279 2.808
N 0.063 0.512 2.300
H 2.751 -1.241 0.405
H 1.594 -2.018 -0.435
H 0.171 -2.029 1.593
H 1.605 -3.039 1.695
H 1.412 -1.647 3.740
H 2.873 -1.279 2.886
H 1.439 0.698 3.813
H 2.126 0.886 2.205
H -0.271 1.463 2.473
H -0.607 -0.125 2.727
```

Output
DFT total energy, hartree: -1826.35071
Spin multiplicity: 3
Charge: +2

[7]
Here is the ion CNO3S2 with charge -1 in a non-equilibrium geometry from the OMol25 dataset. Energies are from ωB97M-V with the def2-TZVPD basis set.

XYZ file:
```
7
Properties=species:S:1:pos:R:3
N -1.939 1.375 0.779
C -1.541 0.614 -0.001
O -1.065 -0.260 -0.711
S 0.883 -0.487 -0.039
O 1.184 -1.791 -0.562
O 0.591 -0.394 1.358
S 1.887 0.944 -0.823
```

Output
Structure (SMILES): N#COS(=O)(=O)[S-]
DFT total energy, hartree: -1115.01314
Charge: -1

Question: charge of number 2 (C42H46BrFIN4O3SiTi)?
Answer: +3

Question: Look up the charge of the second one.
Answer: +3

Question: What is the DFT total energy in the seventh record?
Answer: -1115.01314 hartree

Question: Which formula does entry 2 have?
Answer: C42H46BrFIN4O3SiTi